The following is a DFT calculation (ωB97M-V with the def2-TZVPD basis set) of an isolated ion of composition C3H8NSe and charge +1.

Last column: Löwdin charge in e.
Element x y z (Å)
C1 0.6275 0.7186 -0.2282  -0.214
C2 -0.6162 1.3794 0.0731  -0.440
C3 -0.5214 -1.4270 -0.1987  -0.363
N1 0.6476 -0.7554 0.3516  -0.022
Se1 -2.0430 0.0151 0.0238  1.085
H1 0.6761 0.5441 -1.3008  0.130
H2 1.5020 1.2126 0.1809  0.137
H3 -0.3640 1.8073 1.1192  0.135
H4 -0.9180 2.1514 -0.6047  0.077
H5 -0.5441 -1.4159 -1.2634  0.061
H6 -0.5051 -2.4081 0.2442  0.089
H7 1.5473 -1.2508 0.2971  0.191
H8 0.5113 -0.5712 1.3060  0.134

* electronic energy: -2574.86063 hartree
* gap between HOMO and LUMO (alpha / beta): 6.3 / 8.6 eV
* net charge: +1
* M: 137.06 g mol⁻¹
* max |F|: 4.1 eV/Å
* multiplicity: 3
* ΔE to the lowest compared entry with this formula, charge and spin: 0.0 kJ/mol
* E_HOMO (alpha / beta): -9.8 / -15.5 eV
* <S²>: 2.01

The following is a DFT calculation (ωB97M-V with the def2-TZVPD basis set) of C31H37CdN6O2 as an isolated structure.

Last column: Löwdin charge in e.
Element x y z (Å)
Cd1 -0.4739 -0.6091 -1.0941  1.451
C1 0.8814 -2.1849 -4.4638  -0.105
O1 1.0136 -1.3733 -3.3212  -0.214
C2 2.3025 -0.9201 -3.0337  -0.256
C3 3.2256 -0.6728 -4.0277  -0.071
C4 4.5265 -0.2828 -3.7052  -0.142
C5 4.8644 -0.1685 -2.3630  -0.130
C6 3.9362 -0.3957 -1.3612  -0.038
C7 2.5991 -0.7471 -1.6553  -0.274
N1 1.6273 -0.9400 -0.7347  -0.136
N2 2.1006 -1.1216 0.5552  0.052
C8 1.2825 -0.9976 1.5433  -0.296
C9 -0.8968 -1.9391 1.2853  -0.525
O2 -1.5410 -2.1199 0.1307  -0.277
C10 -0.9182 -2.7168 2.3871  -0.097
C11 -0.2875 -2.4522 3.6552  -0.112
C12 0.8662 -1.7242 3.9128  -0.206
C13 1.3552 -1.6258 5.2676  -0.081
C14 2.5784 -1.1158 5.5793  -0.147
C15 3.4444 -0.6240 4.5718  -0.147
C16 2.9866 -0.6328 3.2752  -0.088
C17 1.7154 -1.1079 2.9204  -0.135
H1 1.7035 -2.9013 -4.5315  0.102
H2 0.8500 -1.5963 -5.3886  0.084
H3 -0.0568 -2.7339 -4.3664  0.081
H4 2.9491 -0.8088 -5.0667  0.096
H5 5.2515 -0.0990 -4.4869  0.079
H6 5.8762 0.1071 -2.0869  0.090
H7 4.2074 -0.3137 -0.3186  0.088
H8 -1.5619 -3.5919 2.3255  0.103
H9 -0.7279 -2.9588 4.5105  0.073
H10 0.7180 -2.0138 6.0567  0.090
H11 2.8927 -1.0896 6.6186  0.080
H12 4.4202 -0.2247 4.8183  0.068
H13 3.6116 -0.2446 2.4773  0.091
C18 -1.4191 2.6504 -1.8036  -0.195
C19 -2.1254 2.2055 -0.5175  -0.192
N3 -2.5121 0.8067 -0.5730  -0.092
C20 -3.5973 0.4586 -1.4763  -0.201
C21 -3.2775 -0.7690 -2.3349  -0.211
N4 -1.9594 -0.6639 -2.9771  -0.119
C22 -1.7950 0.4418 -3.9293  -0.194
C23 -0.5517 1.3064 -3.6779  -0.215
N5 -0.4196 1.6921 -2.2783  -0.098
H14 -2.1590 2.7933 -2.5965  0.100
H15 -0.9725 3.6335 -1.6276  0.119
H16 -1.4508 2.3163 0.3322  0.100
H17 -2.9778 2.8800 -0.3471  0.120
H18 -2.6579 0.4265 0.3527  0.071
H19 -4.5245 0.2485 -0.9331  0.123
H20 -3.8122 1.3180 -2.1171  0.100
H21 -3.2400 -1.6474 -1.6876  0.101
H22 -4.0847 -0.8969 -3.0695  0.114
H23 -1.7234 -1.5441 -3.4133  0.091
H24 -1.7382 0.0654 -4.9550  0.118
H25 -2.6881 1.0681 -3.8886  0.098
H26 0.3401 0.7430 -3.9447  0.096
H27 -0.6172 2.1772 -4.3477  0.117
H28 0.5239 1.9967 -2.0795  0.112
C24 1.3672 1.7829 1.2872  -0.039
C25 0.1332 1.5877 2.1333  -0.207
C26 -0.2771 2.6677 2.9001  -0.076
C27 -1.4768 2.6526 3.5890  -0.105
C28 -2.2961 1.5532 3.4377  -0.075
C29 -1.9341 0.4314 2.6891  -0.186
C30 -3.0251 -0.6206 2.5769  -0.060
C31 -0.6526 0.4068 2.0902  -0.140
N6 -0.1386 -0.6947 1.3552  -0.017
H29 1.5245 2.8533 1.1332  0.075
H30 1.2850 1.2958 0.3130  0.045
H31 2.2573 1.3755 1.7659  0.070
H32 0.3546 3.5490 2.9267  0.103
H33 -1.7829 3.4959 4.1953  0.090
H34 -3.2702 1.5433 3.9151  0.101
H35 -2.9312 -1.3604 3.3721  0.082
H36 -3.0314 -1.1719 1.6367  0.055
H37 -3.9885 -0.1129 2.6884  0.070

* electronic energy: -1850.20406 hartree
* gap between HOMO and LUMO: 3.5 eV
* net charge: -1
* M: 638.09 g mol⁻¹
* max |F|: 0.1 eV/Å
* ΔE to the lowest compared entry with this formula, charge and spin: 55.3 kJ/mol
* E_HOMO: -1.3 eV

The following is a DFT calculation (ωB97M-V with the def2-TZVPD basis set) of a 9-piece molecular cluster, C33H58O19 overall.

Last column: Löwdin charge in e.
Element x y z (Å)
C1 -11.1764 7.4667 -14.2220  -0.042
O1 -10.5336 6.2506 -13.8843  -0.011
C2 -9.7051 5.7335 -14.7854  -0.625
O2 -9.3588 6.2468 -15.8134  0.136
O3 -9.3891 4.5105 -14.3417  -0.018
C3 -8.3779 3.8029 -15.0618  -0.031
H1 -11.7099 7.3895 -15.1710  0.100
H2 -10.5200 8.3338 -14.2099  0.104
H3 -11.9548 7.6591 -13.4845  0.081
H4 -7.7536 4.4690 -15.6634  0.097
H5 -8.8581 3.0978 -15.7312  0.080
H6 -7.6387 3.3757 -14.3875  0.095
C4 -17.4659 3.5442 -12.8039  -0.015
O4 -16.0384 3.7056 -12.7226  -0.004
C5 -15.3621 3.5232 -13.8481  -0.619
O5 -15.7562 2.9917 -14.8502  0.139
O6 -14.1185 3.9825 -13.6508  -0.020
C6 -13.3172 4.1684 -14.8068  -0.041
H7 -17.6831 2.4940 -12.9825  0.092
H8 -17.8748 4.1650 -13.5988  0.083
H9 -17.8290 3.8242 -11.8219  0.071
H10 -13.3170 3.2814 -15.4359  0.094
H11 -12.3152 4.3936 -14.4413  0.077
H12 -13.6154 5.0518 -15.3786  0.098
C7 -10.8560 3.0026 -22.2786  -0.037
O7 -11.4993 3.4332 -21.0751  0.005
C8 -10.8883 3.0712 -19.9492  -0.624
O8 -9.8752 2.4249 -19.8868  0.123
O9 -11.5892 3.5461 -18.9270  0.017
C9 -10.9849 3.3633 -17.6453  -0.031
H13 -11.3179 3.6305 -23.0328  0.095
H14 -10.9629 1.9322 -22.4429  0.098
H15 -9.7813 3.1899 -22.2530  0.094
H16 -11.1664 2.3307 -17.3169  0.105
H17 -11.5379 3.9963 -16.9637  0.079
H18 -9.9043 3.4340 -17.7225  0.087
C10 -20.0890 5.7118 -15.4755  -0.179
C11 -19.5753 5.5490 -16.8909  -0.157
C12 -19.2031 4.0421 -16.9188  -0.165
O10 -19.9011 3.4398 -15.8064  -0.162
C13 -20.8248 4.3837 -15.2981  -0.220
H19 -20.7721 6.5187 -15.1950  0.114
H20 -19.2925 5.7685 -14.7275  0.088
H21 -18.6585 6.0859 -17.1359  0.106
H22 -20.3469 5.7958 -17.6181  0.110
H23 -18.1523 3.9005 -16.6647  0.110
H24 -19.4806 3.5504 -17.8501  0.115
H25 -21.0319 4.0959 -14.2668  0.114
H26 -21.7604 4.3543 -15.8716  0.122
C14 -11.7296 1.0874 -11.4695  -0.150
C15 -10.3710 1.8029 -11.5247  -0.154
C16 -10.7858 3.2737 -11.3575  -0.221
O11 -11.8862 3.2476 -10.4860  -0.132
C17 -12.6842 2.1444 -10.8918  -0.189
H27 -11.6425 0.1533 -10.9155  0.103
H28 -12.0055 0.8402 -12.4953  0.104
H29 -9.8531 1.6726 -12.4749  0.102
H30 -9.6915 1.5504 -10.7120  0.107
H31 -11.0004 3.7148 -12.3406  0.101
H32 -9.9907 3.8721 -10.9126  0.124
H33 -13.2771 2.5230 -11.7365  0.100
H34 -13.3954 1.8015 -10.1466  0.119
O12 -17.4178 1.6997 -10.2887  0.103
C18 -17.8773 0.5937 -10.3064  -0.487
O13 -17.4104 -0.3876 -9.5133  0.027
C19 -18.2774 -1.5474 -9.5085  -0.127
C20 -19.2235 -1.3731 -10.7030  -0.136
C21 -19.0236 0.0838 -11.1501  -0.067
H35 -18.7823 -1.5722 -8.5474  0.124
H36 -17.6144 -2.3923 -9.6668  0.123
H37 -20.2493 -1.6523 -10.4811  0.114
H38 -18.8745 -2.0043 -11.5185  0.111
H39 -19.8566 0.7681 -10.9830  0.125
H40 -18.7857 0.1064 -12.2109  0.123
O14 -22.3126 4.8000 -7.0654  0.125
C22 -21.5907 4.7416 -8.0119  -0.482
O15 -22.0687 4.5693 -9.2722  0.013
C23 -21.0139 4.6756 -10.2701  -0.128
C24 -19.7185 4.5526 -9.4748  -0.161
C25 -20.0703 4.9315 -8.0595  -0.064
H41 -21.1321 5.6454 -10.7573  0.124
H42 -21.2234 3.8956 -10.9981  0.115
H43 -18.9713 5.2501 -9.8553  0.093
H44 -19.3351 3.5335 -9.5490  0.102
H45 -19.8431 5.9788 -7.8715  0.124
H46 -19.7423 4.2663 -7.2628  0.131
O16 -13.8491 9.5317 -13.8918  0.124
C26 -14.9202 9.0576 -13.6623  -0.475
O17 -16.0045 9.8402 -13.4369  0.033
C27 -17.0959 9.0600 -12.9352  -0.147
C28 -16.8375 7.6404 -13.4447  -0.144
C29 -15.3195 7.5969 -13.5980  -0.073
H47 -18.0379 9.4338 -13.3337  0.124
H48 -17.1566 9.1487 -11.8493  0.126
H49 -17.3185 7.5467 -14.4187  0.109
H50 -17.2472 6.8887 -12.7714  0.106
H51 -14.9961 7.0593 -14.4910  0.117
H52 -14.7915 7.0529 -12.8104  0.128
O18 -17.7429 7.4542 -8.6440  0.106
C30 -16.8997 6.6683 -8.3175  -0.500
O19 -16.6199 6.4204 -7.0210  0.033
C31 -15.5646 5.4691 -6.9399  -0.152
C32 -15.6433 4.6527 -8.2342  -0.131
C33 -16.0504 5.7689 -9.1901  -0.080
H53 -15.6250 4.8588 -6.0449  0.127
H54 -14.6190 6.0154 -6.9484  0.129
H55 -16.3598 3.8330 -8.2758  0.113
H56 -14.6629 4.2446 -8.4792  0.115
H57 -16.5422 5.5179 -10.1257  0.106
H58 -15.1688 6.3580 -9.4746  0.136

* structure (SMILES): COC(=O)OC.COC(=O)OC.COC(=O)OC.O=C1CCCO1.O=C1CCCO1.O=C1CCCO1.O=C1CCCO1.C1CCOC1.C1CCOC1
* electronic energy: -2721.78956 hartree
* gap between HOMO and LUMO: 9.8 eV
* M: 758.81 g mol⁻¹
* max |F|: 1.5 eV/Å
* ΔE to the lowest compared entry with this formula, charge and spin: 0.0 kJ/mol
* E_HOMO: -9.6 eV

The following is a DFT calculation (ωB97M-V with the def2-TZVPD basis set) of a 3-piece molecular cluster, C3H12NO4 overall.

Last column: Löwdin charge in e.
Element x y z (Å)
O1 2.2858 1.5168 0.0113  0.319
C1 1.3519 1.0579 -0.6106  0.073
C2 0.2409 0.1617 0.1258  -0.160
C3 -1.1457 0.7363 0.0484  -0.230
O2 -1.5234 1.1770 -1.2045  -0.024
N1 0.6481 0.1601 1.5411  0.219
H1 1.1448 1.2060 -1.7606  0.259
H2 0.2258 -0.8144 -0.3805  0.192
H3 -1.2599 1.6494 0.6011  0.153
H4 -1.9540 0.1022 0.5167  0.203
H5 -2.3276 0.6312 -1.6405  0.178
H6 1.6767 0.4095 1.5925  0.191
H7 0.1796 0.8732 2.0258  0.154
H8 0.3622 -0.8302 1.8803  0.191
H9 2.1590 -2.6703 2.3288  0.133
H10 1.4936 -3.0229 1.0233  0.055
O3 1.3985 -2.3965 1.7229  -0.043
H11 -3.1366 -1.9235 -1.5541  0.063
H12 -2.4029 -1.2057 -2.7308  0.081
O4 -2.5834 -1.2049 -1.7886  -0.007

* electronic energy: -476.40681 hartree
* gap between HOMO and LUMO (alpha / beta): 9.3 / 4.7 eV
* net charge: +2
* M: 126.13 g mol⁻¹
* max |F|: 3.6 eV/Å
* multiplicity: 2
* ΔE to the lowest compared entry with this formula, charge and spin: 93.6 kJ/mol
* E_HOMO (alpha / beta): -19.3 / -19.1 eV
* <S²>: 0.76

The following is a DFT calculation (ωB97M-V with the def2-TZVPD basis set) of C20H30N6OPS3V as an isolated structure.

Last column: Löwdin charge in e.
Element x y z (Å)
V1 -0.3912 0.0222 0.3484  0.452
S1 2.0048 0.2448 0.5635  0.635
C1 1.3471 1.8021 0.4027  -1.109
N1 0.0283 1.9110 0.3181  -0.179
C2 -0.3794 3.2371 0.1920  -0.281
C3 -1.6841 3.7126 0.0889  -0.012
C4 -1.8921 5.0776 0.0216  -0.068
C5 -0.8276 5.9773 0.0475  -0.072
C6 0.4750 5.5202 0.1322  -0.081
C7 0.6846 4.1516 0.2029  -0.452
S2 2.2065 3.3048 0.3566  1.085
H1 -2.5133 3.0214 0.0635  0.057
H2 -2.9037 5.4559 -0.0457  0.094
H3 -1.0166 7.0414 0.0055  0.109
H4 1.3118 6.2057 0.1511  0.113
N2 -3.3290 -1.4621 1.8887  0.133
C8 -3.4220 -0.2028 1.4628  -0.756
S3 -2.7055 0.2514 -0.0249  0.738
N3 -4.1217 0.6428 2.2194  0.083
C9 -4.3879 2.0274 1.9730  -0.266
C10 -4.1190 2.9308 2.9933  -0.018
C11 -4.4175 4.2715 2.8144  -0.063
C12 -4.9729 4.7081 1.6209  -0.088
C13 -5.2496 3.7978 0.6117  -0.070
C14 -4.9649 2.4521 0.7855  -0.059
H5 -2.7045 -2.0871 1.4099  0.066
H6 -3.6886 -1.7574 2.7822  0.124
H7 -4.4605 0.3038 3.1082  0.158
H8 -3.6799 2.5816 3.9205  0.117
H9 -4.2282 4.9746 3.6144  0.112
H10 -5.2037 5.7565 1.4871  0.113
H11 -5.7133 4.1311 -0.3073  0.117
H12 -5.2061 1.7372 0.0117  0.108
C15 1.9547 -4.9528 1.5531  -0.090
N4 1.5206 -3.7390 0.8771  -0.292
C16 2.2771 -3.3698 -0.3161  -0.073
P1 0.2869 -2.8334 1.4493  0.549
O1 -0.2319 -1.9082 0.3784  -0.448
N5 0.7224 -2.0630 2.8390  -0.306
C17 1.8873 -2.4067 3.6438  -0.076
C18 -0.1636 -1.1085 3.4893  -0.096
N6 -0.9993 -3.8356 1.8400  -0.307
C19 -1.5413 -4.6128 0.7173  -0.089
C20 -1.1492 -4.5065 3.1209  -0.103
H13 3.0041 -4.8851 1.8501  0.092
H14 1.8512 -5.8132 0.8869  0.096
H15 1.3563 -5.1304 2.4458  0.070
H16 3.3252 -3.1778 -0.0762  0.094
H17 1.8511 -2.4735 -0.7595  0.056
H18 2.2298 -4.1806 -1.0462  0.095
H19 2.5664 -3.0469 3.0896  0.068
H20 1.5957 -2.9050 4.5738  0.093
H21 2.4230 -1.4912 3.9029  0.094
H22 -0.8600 -0.6660 2.7754  0.040
H23 0.4408 -0.3012 3.9053  0.098
H24 -0.7310 -1.5671 4.3075  0.090
H25 -1.3843 -4.0786 -0.2179  0.084
H26 -2.6136 -4.7646 0.8635  0.091
H27 -1.0665 -5.5963 0.6428  0.090
H28 -0.6511 -3.9427 3.9088  0.071
H29 -0.7462 -5.5243 3.1036  0.084
H30 -2.2131 -4.5843 3.3631  0.089

* electronic energy: -3663.72963 hartree
* gap between HOMO and LUMO (alpha / beta): 7.6 / 7.1 eV
* net charge: +1
* M: 548.62 g mol⁻¹
* max |F|: 1.9 eV/Å
* multiplicity: 2
* ΔE to the lowest compared entry with this formula, charge and spin: 42.0 kJ/mol
* E_HOMO (alpha / beta): -9.8 / -9.3 eV
* <S²>: 0.76

The following is a DFT calculation (ωB97M-V with the def2-TZVPD basis set) of a 8-piece molecular cluster, C11H38N2O8 overall.

Last column: Löwdin charge in e.
Element x y z (Å)
C1 -0.7680 3.0126 2.9426  -0.040
C2 -1.4518 1.6745 3.2610  -0.321
O1 -0.6565 0.6746 2.8360  -0.103
H1 -1.1568 3.8134 3.4494  0.048
H2 -0.9107 3.1645 1.8927  0.059
H3 0.3013 2.8605 3.0656  0.064
H4 -2.3902 1.6148 2.7291  0.117
H5 -1.6358 1.5585 4.3069  0.111
H6 -0.7400 -0.1610 3.2885  0.105
C3 -1.4220 -2.0766 -2.7560  -0.091
C4 -1.3715 -3.4992 -3.3014  -0.311
O2 -0.9195 -4.2930 -2.2192  -0.082
H7 -2.2534 -1.9465 -2.1374  0.035
H8 -1.5016 -1.4968 -3.6512  0.071
H9 -0.5285 -1.8466 -2.2937  0.035
H10 -0.7938 -3.4711 -4.2008  0.093
H11 -2.4621 -3.7529 -3.5543  0.131
H12 -0.9002 -5.2445 -2.4848  0.107
C5 3.0223 3.9556 0.5834  -0.078
C6 1.7511 3.2268 0.3408  -0.326
O3 2.0966 2.2104 -0.5447  -0.136
H13 3.3808 4.4991 -0.2953  0.095
H14 3.7309 3.3003 0.9817  0.064
H15 2.9270 4.7851 1.2821  0.087
H16 1.0173 3.9034 -0.1160  0.141
H17 1.4553 2.7284 1.2477  0.071
H18 3.0827 2.0322 -0.4832  0.135
C7 -1.3937 0.7084 -0.8492  -0.614
O4 -2.5651 0.0688 -0.6154  -0.113
N1 -0.4632 0.8826 0.0656  0.190
N2 -1.0858 0.9711 -2.0778  0.194
H19 -0.8117 0.7339 1.0078  0.063
H20 0.5015 1.3823 -0.0593  0.120
H21 -1.8407 0.6509 -2.6292  0.103
H22 -0.2276 1.3686 -2.4218  0.079
C8 2.2501 0.1619 2.8811  -0.179
O5 3.5895 -0.2742 3.0004  -0.110
H23 2.1137 1.2443 2.9293  0.055
H24 1.5750 -0.4108 3.6496  0.110
H25 1.9398 -0.0539 1.7885  0.078
H26 3.5297 -1.1650 2.6752  0.065
C9 1.6311 0.2227 -3.3286  -0.181
O6 1.6687 1.6084 -3.1706  -0.133
H27 2.6886 -0.1061 -3.5374  0.104
H28 0.8783 -0.1050 -4.0360  0.075
H29 1.2714 -0.2947 -2.3750  0.081
H30 2.4357 1.7013 -2.6180  0.047
C10 0.3882 -2.1145 0.6146  -0.142
O7 0.6397 -3.0189 1.6978  -0.070
H31 -0.3954 -1.4587 0.8084  0.026
H32 0.2310 -2.6746 -0.2588  0.052
H33 1.2909 -1.4947 0.4131  0.069
H34 0.3018 -2.5627 2.4105  0.011
C11 -3.6897 -3.0945 -0.1641  -0.135
O8 -2.6746 -2.4981 0.7006  -0.138
H35 -4.5518 -2.5213 -0.3409  0.061
H36 -4.0507 -4.0433 0.3227  0.090
H37 -3.2989 -3.4761 -1.0847  0.039
H38 -2.7784 -1.5644 0.4320  0.022

* structure (SMILES): NC(N)=O.CCO.CCO.CCO.CO.CO.CO.CO
* electronic energy: -1153.17086 hartree
* gap between HOMO and LUMO: 9.4 eV
* M: 326.43 g mol⁻¹
* max |F|: 5.5 eV/Å
* ΔE to the lowest compared entry with this formula, charge and spin: 282.5 kJ/mol
* E_HOMO: -9.1 eV